Computed, not measured: 2 unconnected molecules or ions with the total composition C38H43N4O2, with ωB97M-V/def2-TZVPD.

Positions of all 87 atoms, in Å:
C: 6.467 -3.396 0.955
N: 5.724 -2.875 2.082
C: 6.552 -2.550 3.224
C: 4.369 -2.690 2.064
C: 3.610 -2.777 3.261
C: 2.228 -2.697 3.221
C: 1.537 -2.274 2.048
C: 0.130 -1.991 2.001
C: -0.703 -2.136 3.125
C: -2.109 -2.542 3.123
C: -3.012 -2.861 2.117
C: -4.368 -3.027 2.457
C: -4.806 -2.919 3.787
C: -3.891 -2.670 4.824
C: -2.562 -2.498 4.462
N: -1.481 -2.118 5.264
C: -1.522 -1.995 6.709
C: -0.381 -1.904 4.488
C: 2.313 -2.190 0.853
C: 3.673 -2.432 0.846
H: 5.801 -3.887 0.240
H: 7.023 -2.596 0.442
H: 7.201 -4.127 1.324
H: 5.963 -2.071 4.010
H: 7.026 -3.460 3.625
H: 7.358 -1.868 2.914
H: 4.122 -2.971 4.205
H: 1.676 -2.970 4.118
H: -0.333 -2.038 1.020
H: -2.660 -2.962 1.090
H: -5.094 -3.234 1.670
H: -5.864 -3.032 4.021
H: -4.185 -2.598 5.870
H: -2.567 -1.973 7.031
H: -1.019 -2.842 7.197
H: -1.018 -1.073 7.019
H: 0.546 -1.542 4.926
H: 1.801 -1.931 -0.073
H: 4.240 -2.385 -0.087
H: -3.270 0.513 -2.774
C: -2.517 1.199 -3.209
C: -2.236 2.298 -2.158
O: -3.474 2.958 -1.972
C: -1.680 1.709 -0.866
C: -2.315 0.654 -0.254
C: -1.661 0.002 0.809
N: -0.425 0.271 1.233
C: 0.079 1.481 0.830
C: -0.517 2.251 -0.251
C: 0.055 3.481 -0.651
C: 1.171 4.001 0.036
O: 1.736 5.206 -0.237
C: 1.130 6.067 -1.232
C: 1.746 3.249 1.102
C: 1.215 2.034 1.474
C: -3.038 1.704 -4.568
C: -2.120 1.170 -5.682
C: -2.114 -0.375 -5.596
C: -1.649 -0.813 -4.213
N: -1.307 0.364 -3.343
C: -0.191 1.104 -4.028
C: -0.657 1.668 -5.379
C: -0.579 3.169 -5.405
C: 0.435 3.853 -4.845
H: -1.525 2.998 -2.633
H: -3.364 3.695 -1.349
H: -3.282 0.282 -0.600
H: -2.182 -0.836 1.264
H: -0.410 4.060 -1.457
H: 1.702 6.992 -1.161
H: 1.231 5.636 -2.238
H: 0.071 6.260 -1.007
H: 2.606 3.678 1.610
H: 1.654 1.468 2.295
H: -4.050 1.288 -4.670
H: -3.116 2.798 -4.575
H: -2.439 1.525 -6.668
H: -3.121 -0.766 -5.780
H: -1.439 -0.794 -6.352
H: -2.425 -1.394 -3.694
H: -0.739 -1.425 -4.279
H: 0.219 1.863 -3.355
H: 0.591 0.353 -4.216
H: 0.010 1.228 -6.141
H: -1.366 3.682 -5.979
H: 0.467 4.943 -4.894
H: 1.302 3.347 -4.410

Results
Energy relative to the best compared isomer or geometry (same formula, charge and spin) = 88.6 kcal per mole
Lowest unoccupied orbital energy = -3.86 eV
Net charge = +1
HOMO-LUMO gap = 6.28 eV

Charges per atom according to Löwdin partitioning, unit e:
1 C -0.049
2 N -0.190
3 C -0.047
4 C -0.203
5 C 0.004
6 C -0.006
7 C -0.197
8 C 0.056
9 C -0.133
10 C -0.123
11 C -0.037
12 C -0.061
13 C -0.062
14 C 0.004
15 C -0.157
16 N -0.070
17 C 0.007
18 C 0.041
19 C 0.000
20 C 0.001
21 H 0.090
22 H 0.101
23 H 0.098
24 H 0.083
25 H 0.101
26 H 0.101
27 H 0.112
28 H 0.102
29 H 0.117
30 H 0.119
31 H 0.110
32 H 0.110
33 H 0.108
34 H 0.085
35 H 0.106
36 H 0.104
37 H 0.142
38 H 0.127
39 H 0.114
40 H 0.141
41 C -0.256
42 C -0.295
43 O 0.005
44 C -0.090
45 C 0.022
46 C -0.105
47 N 0.104
48 C -0.188
49 C -0.081
50 C 0.044
51 C -0.256
52 O -0.084
53 C -0.043
54 C 0.013
55 C -0.007
56 C -0.084
57 C -0.243
58 C -0.135
59 C -0.160
60 N -0.097
61 C -0.122
62 C -0.262
63 C -0.137
64 C 0.001
65 H 0.123
66 H 0.114
67 H 0.128
68 H 0.077
69 H 0.102
70 H 0.096
71 H 0.085
72 H 0.098
73 H 0.122
74 H 0.112
75 H 0.125
76 H 0.116
77 H 0.144
78 H 0.114
79 H 0.113
80 H 0.117
81 H 0.114
82 H 0.093
83 H 0.123
84 H 0.149
85 H 0.116
86 H 0.056
87 H 0.069

=====

Computed, not measured: a single C8H11ClSi molecule, with ωB97M-V/def2-TZVPD.

Positions of all 21 atoms, in Å:
C: -0.776 2.478 0.851
Si: -0.016 1.399 -0.460
C: 1.740 2.093 -0.697
C: -0.013 -0.434 -0.246
C: -0.362 -1.254 -1.308
C: -0.608 -2.608 -1.077
C: -0.523 -3.155 0.204
C: -0.233 -2.314 1.271
Cl: -0.154 -2.927 2.879
C: 0.040 -0.976 1.019
H: -1.869 2.468 0.744
H: -0.525 2.017 1.812
H: -0.309 3.466 0.837
H: -0.757 1.659 -1.687
H: 2.469 1.285 -0.707
H: 1.996 2.729 0.149
H: 1.844 2.620 -1.640
H: -0.439 -0.837 -2.279
H: -0.973 -3.237 -1.864
H: -0.823 -4.164 0.383
H: 0.292 -0.307 1.815

Results
Energy relative to the best compared isomer or geometry (same formula, charge and spin) = 0.0 kcal per mole
Lowest unoccupied orbital energy = 0.83 eV
HOMO-LUMO gap = 10.08 eV
Structure (SMILES) = C[SiH](C)c1cccc(Cl)c1

Charges per atom according to Löwdin partitioning, unit e:
1 C -0.213
2 Si 0.607
3 C -0.205
4 C -0.305
5 C -0.099
6 C -0.065
7 C -0.099
8 C -0.673
9 Cl 0.678
10 C -0.132
11 H 0.032
12 H 0.022
13 H 0.032
14 H -0.006
15 H 0.019
16 H 0.018
17 H 0.017
18 H 0.084
19 H 0.099
20 H 0.098
21 H 0.091

=====

Computed, not measured: a molecular structure, C27H46GeN5O4SSi3Ti, with ωB97M-V/def2-TZVPD.

Positions of all 88 atoms, in Å:
Ti: 0.092 0.178 0.099
C: 4.975 6.335 1.056
C: 4.041 5.326 0.449
C: 2.703 5.281 0.839
C: 1.829 4.361 0.291
C: 2.295 3.472 -0.667
C: 3.614 3.504 -1.078
C: 4.482 4.427 -0.515
S: 1.166 2.331 -1.409
O: 0.008 2.257 -0.477
O: 0.770 2.831 -2.703
N: 1.797 0.927 -1.544
C: 2.612 0.032 -0.890
C: 3.989 -0.031 -1.158
C: 4.748 -0.990 -0.525
C: 4.149 -1.887 0.356
C: 2.790 -1.788 0.551
N: 2.047 -0.869 -0.073
H: 4.927 6.308 2.145
H: 4.711 7.347 0.743
H: 6.006 6.150 0.757
H: 2.346 5.972 1.594
H: 0.799 4.309 0.614
H: 3.964 2.821 -1.839
H: 5.517 4.448 -0.832
H: 4.417 0.665 -1.862
H: 5.812 -1.050 -0.717
H: 4.722 -2.644 0.872
H: 2.258 -2.452 1.220
C: 1.028 1.903 3.768
C: 1.011 1.205 2.428
O: 1.853 1.454 1.548
O: 0.055 0.381 2.217
H: 1.892 2.558 3.851
H: 1.032 1.171 4.577
H: 0.108 2.481 3.865
C: -2.460 0.196 4.225
Si: -2.831 -1.079 2.881
C: -1.594 -2.500 2.941
C: -4.543 -1.805 3.279
Ge: -2.860 -0.118 0.674
Si: -4.125 -1.570 -0.754
C: -4.228 -1.039 -2.575
C: -5.939 -1.647 -0.215
C: -3.388 -3.319 -0.637
Si: -3.471 2.194 0.536
C: -3.343 2.824 -1.237
C: -5.273 2.324 1.111
C: -2.384 3.225 1.676
H: -2.854 -0.178 5.175
H: -2.927 1.162 4.034
H: -1.389 0.355 4.324
H: -1.230 -2.634 3.963
H: -0.720 -2.328 2.311
H: -2.066 -3.433 2.625
H: -4.621 -1.927 4.363
H: -4.679 -2.788 2.824
H: -5.373 -1.172 2.964
H: -4.730 -0.075 -2.677
H: -4.849 -1.782 -3.085
H: -3.278 -0.987 -3.106
H: -6.437 -0.679 -0.303
H: -6.100 -2.020 0.796
H: -6.443 -2.333 -0.904
H: -2.470 -3.368 -0.050
H: -3.155 -3.698 -1.636
H: -4.106 -4.004 -0.183
H: -3.901 2.193 -1.934
H: -2.304 2.878 -1.566
H: -3.768 3.830 -1.294
H: -5.962 1.837 0.419
H: -5.556 3.380 1.167
H: -5.424 1.890 2.100
H: -1.322 3.069 1.484
H: -2.584 2.983 2.720
H: -2.601 4.288 1.536
N: -0.710 0.767 -4.641
C: -0.474 -0.270 -3.768
C: -0.949 -0.145 -2.441
N: -0.666 -1.055 -1.527
C: -0.059 -2.167 -1.970
C: 0.338 -2.304 -3.278
N: 0.170 -1.346 -4.186
H: -0.587 1.682 -4.223
H: -0.188 0.665 -5.500
H: -1.564 0.699 -2.145
H: 0.107 -2.957 -1.251
H: 0.831 -3.212 -3.602

Results
Energy relative to the best compared isomer or geometry (same formula, charge and spin) = 28.9 kcal per mole
Lowest unoccupied orbital energy (spin up / spin down) = 0.10 / -1.15 eV
HOMO-LUMO gap (spin up / spin down) = 6.28 / 7.32 eV
2S+1 = 4
Expectation value of S² = 3.76

Charges per atom according to Löwdin partitioning, unit e:
1 Ti 0.776
2 C -0.051
3 C -0.266
4 C -0.026
5 C -0.043
6 C -0.270
7 C -0.047
8 C -0.029
9 S 0.597
10 O -0.433
11 O -0.292
12 N -0.119
13 C -0.387
14 C 0.004
15 C -0.056
16 C -0.064
17 C -0.108
18 N 0.020
19 H 0.081
20 H 0.084
21 H 0.074
22 H 0.118
23 H 0.111
24 H 0.102
25 H 0.112
26 H 0.103
27 H 0.109
28 H 0.102
29 H 0.118
30 C 0.010
31 C -0.681
32 O -0.009
33 O -0.191
34 H 0.079
35 H 0.081
36 H 0.078
37 C -0.203
38 Si 0.349
39 C -0.218
40 C -0.226
41 Ge 0.714
42 Si 0.333
43 C -0.210
44 C -0.219
45 C -0.218
46 Si 0.331
47 C -0.208
48 C -0.219
49 C -0.203
50 H 0.029
51 H 0.011
52 H 0.006
53 H 0.033
54 H 0.004
55 H 0.021
56 H 0.026
57 H 0.022
58 H 0.015
59 H 0.022
60 H 0.033
61 H 0.006
62 H 0.020
63 H 0.007
64 H 0.032
65 H 0.002
66 H 0.025
67 H 0.026
68 H 0.017
69 H 0.010
70 H 0.035
71 H 0.017
72 H 0.030
73 H 0.021
74 H 0.003
75 H 0.014
76 H 0.037
77 N 0.147
78 C -0.365
79 C -0.135
80 N -0.060
81 C -0.134
82 C -0.108
83 N 0.145
84 H 0.076
85 H 0.101
86 H 0.099
87 H 0.112
88 H 0.110

=====

Computed, not measured: 9 unconnected molecules or ions with the total composition C32H38Br2F3O30P, with ωB97M-V/def2-TZVPD.

Positions of all 106 atoms, in Å:
O: 1.161 0.306 2.556
C: 2.294 0.728 2.283
O: 3.446 0.821 3.160
C: 4.135 2.025 2.762
O: 4.637 2.924 3.451
C: 4.081 2.033 1.167
P: 5.181 2.825 -0.131
O: 4.403 3.427 -1.322
O: 6.371 1.744 -0.704
O: 6.011 4.129 0.631
C: 2.921 1.255 0.908
C: 2.325 0.950 -0.565
C: 0.782 1.402 -0.703
C: 0.553 2.822 -1.408
F: 1.544 3.170 -2.373
Br: -1.163 2.647 -2.455
C: 0.259 4.024 -0.352
F: -0.767 3.651 0.571
F: -0.236 5.142 -1.110
Br: 1.878 4.671 0.581
H: 6.898 2.175 -1.422
H: 5.393 4.893 0.503
H: 2.330 -0.205 -0.639
H: 3.000 1.329 -1.400
H: 0.313 1.373 0.354
H: 0.243 0.607 -1.343
O: -2.073 -0.575 -1.582
C: -2.695 -0.670 -2.609
O: -3.699 0.170 -2.984
C: -4.015 -0.137 -4.338
C: -3.549 -1.552 -4.482
O: -2.484 -1.636 -3.544
H: -5.081 -0.031 -4.521
H: -3.473 0.551 -4.992
H: -4.321 -2.277 -4.207
H: -3.198 -1.775 -5.490
O: -5.822 0.335 -6.524
C: -6.789 0.856 -6.042
O: -7.964 0.217 -5.797
C: -8.767 1.100 -5.024
C: -8.208 2.448 -5.364
O: -6.850 2.163 -5.671
H: -9.820 1.004 -5.294
H: -8.647 0.852 -3.965
H: -8.685 2.890 -6.244
H: -8.280 3.151 -4.533
O: -6.620 -3.107 0.690
C: -5.464 -2.957 0.965
O: -4.512 -3.924 0.840
C: -3.253 -3.296 1.044
C: -3.603 -2.089 1.855
O: -4.932 -1.798 1.443
H: -2.566 -3.964 1.567
H: -2.825 -3.037 0.071
H: -3.602 -2.292 2.930
H: -2.940 -1.246 1.652
O: 5.373 6.707 -3.239
C: 6.360 6.899 -2.594
O: 7.337 7.786 -2.928
C: 8.211 7.887 -1.814
C: 7.996 6.588 -1.097
O: 6.654 6.256 -1.428
H: 9.244 8.017 -2.141
H: 7.918 8.751 -1.211
H: 8.655 5.794 -1.460
H: 8.117 6.683 -0.017
O: -2.759 -10.078 0.653
C: -3.605 -9.235 0.790
O: -3.760 -8.162 -0.031
C: -4.987 -7.537 0.321
C: -5.194 -7.969 1.739
O: -4.535 -9.229 1.790
H: -4.913 -6.453 0.222
H: -5.773 -7.902 -0.347
H: -4.720 -7.293 2.457
H: -6.249 -8.072 1.994
O: -5.164 5.555 5.143
C: -4.375 4.842 4.593
O: -3.723 3.809 5.195
C: -3.063 3.079 4.170
C: -2.907 4.094 3.079
O: -4.013 4.961 3.286
H: -2.104 2.695 4.523
H: -3.695 2.237 3.872
H: -1.982 4.671 3.174
H: -2.945 3.646 2.085
O: 8.867 3.026 -1.350
C: 9.855 3.225 -0.702
O: 10.827 4.115 -1.038
C: 11.699 4.223 0.079
C: 11.487 2.925 0.798
O: 10.148 2.589 0.463
H: 12.732 4.356 -0.246
H: 11.401 5.087 0.679
H: 12.151 2.134 0.438
H: 11.605 3.023 1.878
O: -1.476 -9.338 6.957
C: -1.685 -9.810 5.877
O: -2.174 -9.114 4.814
C: -2.063 -9.958 3.675
C: -2.041 -11.331 4.271
O: -1.464 -11.114 5.552
H: -2.905 -9.812 2.999
H: -1.137 -9.716 3.145
H: -3.044 -11.748 4.400
H: -1.440 -12.029 3.687

Results
Lowest unoccupied orbital energy = -1.58 eV
HOMO-LUMO gap = 8.88 eV
Structure (SMILES) = O=C1OC(=O)C(P(=O)(O)O)=C1CC[C@@](F)(Br)C(F)(F)Br.O=C1OCCO1.O=C1OCCO1.O=C1OCCO1.O=C1OCCO1.O=C1OCCO1.O=C1OCCO1.O=C1OCCO1.O=C1OCCO1

Löwdin atomic charge list, values in e, 99 entries:
1 O 0.129
2 C -0.264
3 O 0.066
4 C -0.318
5 O 0.123
6 C -0.093
7 P 0.678
8 O -0.347
9 O -0.174
10 O -0.193
11 C -0.063
12 C -0.089
13 C -0.154
14 C -0.664
15 F -0.040
16 Br 0.819
17 C -0.746
18 F -0.035
19 F -0.067
20 Br 0.850
21 H 0.065
22 H 0.070
23 H 0.139
24 H 0.112
25 H 0.128
26 H 0.096
27 O 0.099
28 C -0.566
29 O 0.045
30 C -0.130
31 C -0.118
32 O 0.064
33 H 0.106
34 H 0.144
35 H 0.139
36 H 0.141
37 O 0.137
38 C -0.552
39 O 0.069
40 C -0.129
41 C -0.128
42 O 0.071
43 H 0.137
44 H 0.138
45 H 0.137
46 H 0.139
47 O 0.152
48 C -0.545
49 O 0.041
50 C -0.127
51 C -0.129
52 O 0.068
53 H 0.137
54 H 0.130
55 H 0.136
56 H 0.137
57 O 0.169
58 C -0.539
59 O 0.066
60 C -0.133
61 C -0.135
62 O 0.044
63 H 0.135
64 H 0.134
65 H 0.119
66 H 0.138
67 O 0.148
68 C -0.543
69 O 0.073
70 C -0.122
71 C -0.117
72 O 0.032
73 H 0.124
74 H 0.139
75 H 0.139
76 H 0.140
77 O 0.156
78 C -0.547
79 O 0.063
80 C -0.134
81 C -0.141
82 O 0.066
83 H 0.135
84 H 0.133
85 H 0.135
86 H 0.127
87 O 0.149
88 C -0.531
89 O 0.059
90 C -0.129
91 C -0.128
92 O 0.078
93 H 0.137
94 H 0.135
95 H 0.138
96 H 0.139
97 O 0.151
98 C -0.549
99 O 0.063